one) {"formula": "C5H17NO2", "method": "wB97M-V/def2-TZVPD", "symbols": ["C", "C", "C", "C", "C", "N", "H", "H", "H", "H", "H", "H", "H", "H", "H", "H", "H", "H", "H", "H", "H", "O", "H", "H", "O"], "coordinates": [[-0.1057, -1.1942, -3.1225], [0.4585, -0.8662, -0.2075], [-0.9927, -0.4530, -0.4219], [-1.5506, 0.0609, 0.9528], [-0.9493, 0.6398, -1.4468], [0.7378, -1.7493, 0.9150], [0.1951, -2.2334, -3.1209], [0.6452, -0.7134, -3.7930], [-1.1205, -1.1582, -3.5422], [0.6981, -1.4630, -1.0988], [-1.5365, -1.3296, -0.7465], [-0.9466, 0.9292, 1.2357], [-2.5833, 0.3319, 0.7725], [-1.3007, -0.6339, 1.7656], [-1.9388, 0.8556, -1.8344], [-0.3834, -0.0593, -2.3334], [-0.3762, 1.4615, -1.0277], [0.8871, -1.1503, 1.7260], [1.6560, -2.1491, 0.7303], [1.0759, 0.7051, 3.2666], [1.1271, 1.6099, 1.5362], [0.9581, 0.6079, 2.3192], [1.7447, 2.8757, 0.7894], [1.0885, 0.0194, -0.1421], [0.8987, 2.4170, 0.7354]], "lowdin_charge": [0.131, -0.282, -0.402, -0.021, 0.079, 0.007, 0.067, 0.081, 0.069, 0.093, 0.130, 0.059, 0.076, 0.088, 0.120, 0.063, 0.097, 0.025, 0.072, -0.023, -0.040, -0.327, -0.019, 0.113, -0.256], "total_charge": 0}

=====

two) {"formula": "C5H17NO2", "method": "wB97M-V/def2-TZVPD", "symbols": ["C", "N", "C", "C", "C", "C", "H", "H", "H", "H", "H", "H", "H", "H", "H", "H", "H", "H", "H", "H", "H", "O", "H", "H", "O"], "coordinates": [[-2.3119, -0.0987, -1.2640], [-2.5054, 0.2519, 0.1260], [-1.6618, -0.5655, 0.9526], [-0.1664, -0.2957, 0.8142], [0.1134, 1.1730, 1.2033], [0.7699, -1.2219, 1.6572], [-3.3207, -0.3773, -1.6592], [-1.7336, -1.0490, -1.5516], [-1.9605, 0.7716, -1.8335], [0.6296, 2.2410, -2.1495], [-1.7335, -1.6614, 0.7931], [-1.7797, -0.4750, 2.0836], [-0.0639, -0.2529, -0.2789], [-0.5148, 1.7697, 0.5541], [1.1826, 1.2907, 0.9632], [-0.1861, 1.4825, 2.1449], [1.6692, -0.6138, 1.3600], [0.9604, -2.3307, 1.5300], [0.5861, -1.0585, 2.7548], [3.6592, -0.0376, -0.0425], [2.1933, -0.2591, -1.1232], [2.6912, 0.1250, -0.1162], [1.5915, -1.3013, -2.5560], [0.2688, 2.8986, -2.1484], [1.6232, -0.4055, -2.2140]], "lowdin_charge": [-0.092, 0.180, -0.215, -0.387, -0.051, -0.037, 0.122, 0.127, 0.113, 0.014, 0.157, 0.148, 0.100, 0.070, 0.081, 0.062, 0.062, 0.101, 0.094, 0.018, -0.053, -0.273, -0.052, 0.022, -0.311], "total_charge": 0}

=====

three) {"formula": "C5H17NO2", "method": "wB97M-V/def2-TZVPD", "symbols": ["C", "C", "C", "C", "C", "N", "H", "H", "H", "H", "H", "H", "H", "H", "H", "H", "H", "H", "H", "O", "H", "H", "O", "H", "H"], "coordinates": [[-0.2734, -2.8069, -1.0535], [-0.4217, -1.4814, -0.3092], [0.6384, -1.1604, 0.7691], [1.5103, -0.0095, 0.2872], [0.8580, 1.3767, 0.2525], [1.1038, 2.0889, 1.4951], [0.6993, -3.2720, -0.8828], [-0.5681, -2.8587, -2.1116], [-0.9937, -3.5086, -0.6215], [-0.7692, -0.6482, -0.9365], [-1.3872, -1.4576, 0.2177], [1.3312, -1.9703, 0.9779], [0.2363, -0.7176, 1.6901], [1.8769, -0.2816, -0.7167], [2.3951, 0.0457, 0.9572], [-0.2015, 1.1574, 0.1059], [1.1412, 1.9551, -0.6350], [1.9829, 2.5716, 1.5009], [0.3344, 2.5917, 1.9105], [-2.7585, 0.3388, 1.7742], [-2.2766, 0.6507, 0.9873], [-2.3967, 0.8842, 2.4782], [-0.3842, 2.0605, -2.4913], [-0.8243, 1.5542, -3.2015], [-0.8527, 2.8972, -2.4441]], "lowdin_charge": [-0.106, -0.267, -0.206, -0.236, -0.301, -0.002, 0.066, 0.068, 0.065, 0.093, 0.084, 0.104, 0.106, 0.111, 0.109, 0.076, 0.089, 0.061, 0.056, -0.058, 0.022, 0.032, -0.060, 0.054, 0.039], "total_charge": 0}

=====

four) {"formula": "C5H17NO2", "method": "wB97M-V/def2-TZVPD", "symbols": ["C", "C", "C", "N", "C", "C", "H", "H", "H", "H", "H", "H", "H", "H", "H", "H", "H", "H", "H", "O", "H", "H", "O", "H", "H"], "coordinates": [[-0.9059, 1.8178, -0.5144], [-0.8679, 0.5564, -1.4337], [0.2143, 0.5767, -2.5551], [-0.8559, -0.7736, -0.7849], [-1.8969, -0.9839, 0.1815], [0.3935, -1.1989, -0.1653], [-1.3181, 2.5546, -1.2181], [0.0381, 2.2637, -0.2568], [-1.4538, 1.8426, 0.4186], [-1.8840, 0.6002, -1.8009], [0.8810, 1.4335, -2.5075], [0.7082, -0.4060, -2.4414], [-0.3678, 0.7182, -3.4934], [-2.9288, -0.9340, -0.1797], [-1.8081, -2.0406, 0.4757], [-1.8488, -0.3540, 1.1775], [1.1307, -0.6840, -0.7239], [0.6504, -2.2542, -0.2101], [0.4934, -0.8736, 0.8765], [0.7670, -0.7403, 3.1075], [0.9806, 0.1755, 3.3163], [1.5500, -1.1836, 3.4572], [2.2896, 0.5250, 1.2075], [2.8983, 0.1316, 0.5740], [2.1509, 1.4533, 1.0008]], "lowdin_charge": [-0.060, -0.392, -0.041, -0.247, -0.141, -0.115, 0.078, 0.042, 0.061, 0.114, 0.066, 0.070, 0.083, 0.076, 0.083, 0.112, 0.033, 0.091, 0.047, -0.070, 0.031, 0.043, -0.059, 0.052, 0.043], "total_charge": 0}

=====

Energies relative to the most stable structure are one) 144.0; two) 168.7; three) 0.0; four) 15.9, reported in kcal/mol.

=====

one) {"formula": "CH7N2O", "method": "wB97M-V/def2-TZVPD", "symbols": ["O", "H", "N", "C", "N", "H", "H", "H", "H", "H", "H"], "coordinates": [[1.6871, 0.6679, 1.2404], [1.1069, 0.5126, 1.9841], [0.5275, -0.6059, -0.8109], [-0.8781, -0.4870, -0.8953], [-1.4704, 0.3124, 0.2304], [1.0424, -0.3742, -1.6464], [1.2540, 0.1517, 0.4735], [-1.1950, 0.0532, -1.8131], [-1.3951, -1.4591, -0.9566], [-1.4862, -0.2322, 1.0825], [-0.7851, 1.0554, 0.2801]], "lowdin_charge": [-0.201, -0.029, -0.188, -0.552, -0.058, -0.065, -0.062, 0.063, 0.051, 0.019, 0.022], "total_charge": -1}

=====

two) {"formula": "CH7N2O", "method": "wB97M-V/def2-TZVPD", "symbols": ["O", "H", "N", "C", "N", "H", "H", "H", "H", "H", "H"], "coordinates": [[-0.3483, -1.6694, -2.0474], [-0.8537, -0.8998, -2.3413], [1.4765, 0.3723, 0.7065], [0.0374, 0.4377, 1.0449], [-0.8773, 0.4671, -0.0448], [1.5423, 0.9300, -0.1496], [1.6212, -0.6028, 0.3121], [-0.0834, 1.4159, 1.5494], [-0.1907, -0.4403, 1.7022], [-0.5825, 0.0368, -0.9513], [-1.7414, -0.0474, 0.2192]], "lowdin_charge": [-0.642, -0.207, -0.039, -0.441, -0.056, 0.047, 0.078, 0.079, 0.102, 0.011, 0.067], "total_charge": -1}

=====

three) {"formula": "CH7N2O", "method": "wB97M-V/def2-TZVPD", "symbols": ["O", "H", "N", "C", "N", "H", "H", "H", "H", "H", "H"], "coordinates": [[2.1549, 0.7932, 0.5810], [1.8929, 1.1506, 1.4407], [0.3765, -0.7594, -0.9471], [-0.7984, -0.7748, -0.1462], [-1.1264, 0.5407, 0.2411], [0.1840, -0.2647, -1.7931], [1.0298, -0.0863, -0.3881], [-1.6985, -1.1857, -0.6891], [-0.6759, -1.4308, 0.7164], [-0.8984, 0.8056, 1.3068], [-0.4405, 1.2115, -0.3223]], "lowdin_charge": [-0.577, -0.174, -0.057, -0.503, -0.093, 0.023, 0.008, 0.084, 0.087, 0.102, 0.100], "total_charge": -1}

=====

Energies relative to the most stable structure are one) 0.0; two) 6.0; three) 8.5, reported in kcal/mol.

=====

one) {"formula": "C8H12NO", "method": "wB97M-V/def2-TZVPD", "symbols": ["C", "C", "C", "C", "C", "C", "C", "C", "N", "O", "H", "H", "H", "H", "H", "H", "H", "H", "H", "H", "H", "H"], "coordinates": [[-1.6699, 1.3014, 0.5539], [-2.2883, 0.8701, -0.6803], [-0.7380, 0.5232, 1.1108], [-1.9881, -0.3530, -1.1252], [1.5954, -0.7625, -1.5068], [1.4361, 0.1172, -0.5757], [1.9023, 1.3542, -0.0161], [0.2393, -1.6835, 1.3159], [-0.2358, -0.6255, 0.4475], [-1.0672, -1.1731, -0.5471], [-2.0042, 2.1992, 1.0429], [-3.0198, 1.4842, -1.1717], [-0.2627, 0.7421, 2.0545], [-2.4491, -0.8554, -1.9574], [0.9383, -1.6123, -1.6379], [2.3953, -0.7163, -2.2329], [2.2437, 1.2474, 1.0133], [1.1426, 2.1346, -0.0671], [2.7530, 1.6694, -0.6283], [-0.5785, -2.0592, 1.9388], [0.6243, -2.5037, 0.7140], [1.0312, -1.2985, 1.9550]], "lowdin_charge": [-0.026, -0.031, -0.086, -0.062, 0.092, -0.074, -0.040, 0.014, -0.168, -0.010, 0.126, 0.119, 0.140, 0.143, 0.088, 0.104, 0.104, 0.099, 0.123, 0.121, 0.110, 0.115], "total_charge": 1}

=====

two) {"formula": "C8H12NO", "method": "wB97M-V/def2-TZVPD", "symbols": ["C", "C", "C", "C", "C", "C", "O", "N", "C", "C", "H", "H", "H", "H", "H", "H", "H", "H", "H", "H", "H", "H"], "coordinates": [[1.1553, -1.7010, -0.1915], [0.3117, -0.5243, 0.0161], [-0.9584, -0.3430, 0.5532], [-1.8541, -1.4609, 0.7853], [-3.0173, -0.9253, 1.3016], [-2.8504, 0.4278, 1.3145], [-1.6318, 0.7691, 0.8749], [1.1712, 0.8117, -0.4784], [2.5215, 0.7610, -0.6464], [0.4627, 2.0412, -0.9112], [1.5949, -2.0438, 0.6885], [1.9066, -1.2993, -0.9767], [0.6312, -2.5862, -0.5725], [-1.7567, -2.5602, 0.7256], [-3.9422, -1.4736, 1.2813], [-3.4340, 1.1793, 1.7492], [2.9922, 0.4656, -1.6432], [2.9327, -0.0304, -0.0120], [3.0495, 1.6994, -0.5846], [0.8469, 2.1583, -1.8871], [0.4866, 2.8892, -0.3435], [-0.6180, 1.7456, -1.0429]], "lowdin_charge": [-0.008, 0.034, -0.223, 0.077, -0.012, 0.007, 0.083, -0.133, -0.155, -0.008, 0.092, 0.116, 0.114, 0.151, 0.133, 0.140, 0.127, 0.094, 0.107, 0.087, 0.067, 0.108], "total_charge": 1}

=====

Energies relative to the most stable structure are one) 22.0; two) 0.0, reported in kcal/mol.

=====

one) {"formula": "C9H13NO2", "method": "wB97M-V/def2-TZVPD", "symbols": ["C", "C", "C", "C", "C", "O", "C", "C", "H", "H", "H", "H", "H", "H", "H", "H", "C", "C", "N", "O", "H", "H", "H", "H", "H"], "coordinates": [[-1.9025, -0.4140, -3.3591], [-1.5880, 0.4971, -2.2028], [-1.2646, 1.8248, -2.3656], [-0.6593, 2.6109, -1.3819], [-0.4526, 2.0039, -0.1570], [0.1660, 2.7060, 0.8567], [-0.8584, 0.6894, 0.0918], [-1.3730, -0.0719, -0.9363], [-1.9078, 0.1084, -4.2926], [-1.1602, -1.2022, -3.3413], [-2.8610, -0.9092, -3.2029], [-1.2778, 2.2476, -3.3610], [-0.4863, 3.6784, -1.4116], [0.9654, 2.2616, 1.1606], [-0.8138, 0.3508, 1.1180], [-1.7688, -1.0722, -0.7796], [1.7578, -3.0552, 3.2221], [1.8977, -2.0741, 2.0700], [0.7499, -1.7838, 1.4050], [2.9826, -1.6694, 1.7012], [2.0208, -2.6758, 4.2067], [2.4765, -3.8366, 2.9814], [0.7477, -3.4653, 3.2514], [0.7786, -1.1625, 0.6170], [-0.1523, -2.0679, 1.7351]], "lowdin_charge": [-0.049, -0.285, -0.048, 0.001, -0.323, 0.025, -0.046, -0.054, 0.067, 0.080, 0.080, 0.110, 0.121, 0.109, 0.106, 0.115, -0.009, -0.596, 0.155, 0.035, 0.081, 0.085, 0.068, 0.078, 0.094], "total_charge": 0}

=====

two) {"formula": "C9H13NO2", "method": "wB97M-V/def2-TZVPD", "symbols": ["C", "C", "C", "C", "C", "O", "C", "C", "H", "H", "H", "H", "H", "H", "H", "H", "C", "C", "N", "O", "H", "H", "H", "H", "H"], "coordinates": [[4.1400, 1.4739, 1.5439], [2.9675, 0.7437, 0.9539], [3.0875, 0.3669, -0.4031], [2.1105, -0.3355, -1.0268], [0.9297, -0.7922, -0.3613], [-0.1210, -1.3096, -1.0293], [0.8939, -0.5108, 0.9811], [1.9128, 0.2317, 1.6567], [3.8756, 2.1989, 2.3238], [4.7609, 2.0799, 0.8820], [4.8308, 0.7869, 2.0443], [3.8992, 0.7487, -1.0115], [2.2620, -0.6032, -2.0722], [0.1553, -1.3665, -1.9298], [0.1039, -0.7992, 1.6612], [1.8229, 0.5897, 2.6731], [-4.9226, -1.0307, -1.3116], [-3.7545, -0.7028, -0.4028], [-3.4966, 0.6533, -0.2968], [-3.1088, -1.4924, 0.2320], [-5.6648, -0.2434, -1.2238], [-5.2802, -2.0280, -1.0809], [-4.5538, -1.0703, -2.3371], [-2.9036, 1.0757, 0.4130], [-3.9465, 1.3352, -0.8781]], "lowdin_charge": [-0.071, -0.296, -0.064, -0.034, -0.321, 0.074, -0.009, -0.040, 0.074, 0.072, 0.081, 0.111, 0.111, 0.087, 0.111, 0.110, -0.010, -0.596, 0.131, 0.052, 0.073, 0.082, 0.082, 0.107, 0.082], "total_charge": 0}

=====

Energies relative to the most stable structure are one) 0.0; two) 4.8, reported in kcal/mol.